#P
Formula: C2H10NO
Source: OMol25
Level of theory: ωB97M-V/def2-TZVPD

* LUMO energy: -3.698 eV
* net charge: +1
* molecular weight: 64.11 g/mol
* HOMO level: -15.31 eV

Bonds (Å) are listed after each position.
CARTESIAN COORDINATES (ANGSTROEM)
1 N 1.181 1.143 -1.382  H2 1.021, H3 1.021, H4 1.134, H5 1.020
2 H 0.534 0.682 -2.022  N1 1.021
3 H 2.021 0.562 -1.390  N1 1.021
4 H 0.792 1.161 -0.317  N1 1.134
5 H 1.312 2.104 -1.697  N1 1.020
6 C -1.001 0.023 0.924  O7 1.459, C8 1.544, H9 1.083, H10 1.117
7 O 0.272 0.734 0.957  C6 1.459, H11 0.955
8 C -0.746 -1.395 0.369  C6 1.544, H12 1.108, H13 1.109, H14 1.085
9 H -1.941 0.400 0.538  C6 1.083
10 H -1.173 -0.340 1.966  C6 1.117
11 H 0.931 0.371 1.544  O7 0.955
12 H -0.659 -1.510 -0.730  C8 1.108
13 H -1.658 -2.004 0.532  C8 1.109
14 H 0.135 -1.931 0.709  C8 1.085

Now the Mulliken charges, all in e: -0.54 0.35 0.36 0.40 0.37 -0.24 -0.60 -1.06 0.34 0.28 0.36 0.29 0.33 0.35


#Q
Formula: C2H10NO
Source: OMol25
Level of theory: ωB97M-V/def2-TZVPD

* LUMO energy: -3.516 eV
* net charge: +1
* molecular weight: 64.11 g/mol
* HOMO level: -15.55 eV

Bonds (Å) are listed after each position.
CARTESIAN COORDINATES (ANGSTROEM)
1 N -0.626 -1.690 0.639  H2 0.979, H3 1.101, H4 0.967, H5 1.022
2 H -1.331 -1.274 1.175  N1 0.979
3 H -0.581 -0.787 0.012  N1 1.101
4 H -0.857 -2.485 0.138  N1 0.967
5 H 0.211 -1.849 1.205  N1 1.022
6 C 0.264 1.160 -0.430  O7 1.422, C8 1.569, H9 1.156, H10 1.068
7 O -1.022 0.627 -0.141  C6 1.422, H11 0.951
8 C 1.531 0.259 -0.217  C6 1.569, H12 1.092, H13 1.107, H14 1.146
9 H 0.450 2.078 0.247  C6 1.156
10 H 0.200 1.353 -1.479  C6 1.068
11 H -1.724 1.264 -0.213  O7 0.951
12 H 1.300 -0.772 -0.493  C8 1.092
13 H 1.719 0.272 0.873  C8 1.107
14 H 2.398 0.501 -0.927  C8 1.146

Now the Mulliken charges, all in e: -0.43 0.37 0.29 0.31 0.38 -0.17 -0.56 -1.15 0.31 0.35 0.32 0.35 0.31 0.32


#R
Formula: C2H10NO
Source: OMol25
Level of theory: ωB97M-V/def2-TZVPD

* LUMO energy: -3.987 eV
* net charge: +1
* molecular weight: 64.11 g/mol
* HOMO level: -14.41 eV

Bonds (Å) are listed after each position.
CARTESIAN COORDINATES (ANGSTROEM)
1 C 0.000 0.000 0.000  C2 1.555, H4 1.103, H5 1.103, H6 1.103
2 C 1.527 0.292 0.011  C1 1.555, N3 1.437, H7 1.107, H8 1.107
3 N 2.029 1.059 -1.096  C2 1.437, H9 1.040, H10 1.040, H11 1.040
4 H -0.282 -0.411 0.984  C1 1.103
5 H -0.308 -0.715 -0.782  C1 1.103
6 H -0.545 0.947 -0.155  C1 1.103
7 H 1.988 -0.715 0.019  C2 1.107
8 H 1.954 0.864 0.857  C2 1.107
9 H 1.529 0.831 -1.978  N3 1.040
10 H 3.010 0.725 -1.181  N3 1.040
11 H 2.044 2.093 -0.987  N3 1.040
12 O -2.309 2.169 1.666  H13 0.984, H14 0.984
13 H -2.413 2.389 2.619  O12 0.984
14 H -2.229 1.189 1.644  O12 0.984

Now the Mulliken charges, all in e: -1.06 -0.43 -0.30 0.33 0.35 0.36 0.29 0.35 0.35 0.38 0.37 -0.65 0.33 0.33


The least stable of them is #Q.


#P
Formula: C3H6N2O2S
Source: OMol25
Level of theory: ωB97M-V/def2-TZVPD

* LUMO energy: 0.252 eV
* SMILES: O/C=C(\O)S.N=C=N
* net charge: 0
* molecular weight: 134.16 g/mol
* HOMO level: -8.18 eV

Bonds (Å) are listed after each position.
CARTESIAN COORDINATES (ANGSTROEM)
1 O 1.357 -0.827 0.723  C2 1.375, H6 0.943
2 C 0.916 -0.047 -0.320  O1 1.375, C3 1.332, H7 1.079
3 C 0.482 1.191 -0.089  C2 1.332, O4 1.392, S5 1.770
4 O 0.256 1.571 1.232  C3 1.392, H8 0.956
5 S 0.002 2.066 -1.551  C3 1.770, H9 1.328
6 H 1.045 -0.343 1.469  O1 0.943
7 H 1.327 -0.340 -1.274  C2 1.079
8 H -0.173 2.425 1.245  O4 0.956
9 H -0.617 3.060 -0.925  S5 1.328
10 N -0.999 -2.519 -1.036  C11 1.203, H13 1.022
11 C -1.004 -1.763 -0.101  N10 1.203, N12 1.195
12 N -1.508 -1.064 0.727  C11 1.195, H14 1.065
13 H -0.183 -2.722 -1.617  N10 1.022
14 H -0.902 -0.687 1.518  N12 1.065

Now the Mulliken charges, all in e: -0.53 -0.89 0.66 -0.49 -0.18 0.37 0.52 0.30 0.09 -0.59 0.71 -0.52 0.27 0.27


#Q
Formula: C3H6N2O2S
Source: OMol25
Level of theory: ωB97M-V/def2-TZVPD

* LUMO energy: 0.395 eV
* SMILES: CO/N=C\ONC=S
* net charge: 0
* molecular weight: 134.16 g/mol
* HOMO level: -8.83 eV

Bonds (Å) are listed after each position.
CARTESIAN COORDINATES (ANGSTROEM)
1 C 2.375 -0.239 0.821  O2 1.420, H9 1.213, H10 1.159, H11 1.215
2 O 0.982 0.036 0.861  C1 1.420, N3 1.340
3 N 0.643 1.329 0.774  O2 1.340, C4 1.307
4 C -0.662 1.393 0.735  N3 1.307, O5 1.447, H12 1.060
5 O -1.418 0.177 0.523  C4 1.447, N6 1.390
6 N -1.170 -0.427 -0.703  O5 1.390, C7 1.384, H13 1.101
7 C -2.225 -0.650 -1.571  N6 1.384, S8 1.585, H14 1.268
8 S -1.951 -1.659 -2.763  C7 1.585
9 H 2.432 -1.418 1.100  C1 1.213
10 H 2.889 0.513 1.538  C1 1.159
11 H 2.958 -0.031 -0.225  C1 1.215
12 H -1.176 2.318 0.674  C4 1.060
13 H -0.364 -1.174 -0.633  N6 1.101
14 H -3.311 -0.167 -1.131  C7 1.268

Now the Mulliken charges, all in e: -0.47 0.00 -0.47 0.05 -0.25 -0.07 -0.02 -0.37 0.19 0.23 0.24 0.44 0.24 0.25


The least stable of them is #Q.


#P
Formula: C3H6N2O2S
Source: OMol25
Level of theory: ωB97M-V/def2-TZVPD

* LUMO energy: 0.416 eV
* SMILES: C=NOC(=S)N(C)O
* net charge: 0
* molecular weight: 134.16 g/mol
* HOMO level: -8.63 eV

Bonds (Å) are listed after each position.
CARTESIAN COORDINATES (ANGSTROEM)
1 C 3.001 -0.416 0.334  N2 1.272, H9 1.091, H10 1.104
2 N 1.892 0.196 0.210  C1 1.272, O3 1.455
3 O 0.936 -0.736 -0.367  N2 1.455, C4 1.395
4 C -0.390 -0.396 -0.102  O3 1.395, S5 1.634, N6 1.346
5 S -1.478 -1.614 -0.042  C4 1.634
6 N -0.567 0.919 0.124  C4 1.346, C7 1.480, O8 1.442
7 C -1.918 1.420 0.463  N6 1.480, H11 1.218, H12 1.193, H13 1.167
8 O 0.197 1.885 -0.625  N6 1.442, H14 0.945
9 H 3.853 0.172 0.679  C1 1.091
10 H 3.002 -1.494 0.098  C1 1.104
11 H -2.446 1.843 -0.550  C7 1.218
12 H -2.520 0.481 0.884  C7 1.193
13 H -1.807 2.287 1.236  C7 1.167
14 H 1.062 1.885 -0.245  O8 0.945

Now the Mulliken charges, all in e: -0.31 -0.37 -0.17 0.46 -0.39 0.18 -0.72 -0.44 0.27 0.30 0.24 0.28 0.24 0.43


#Q
Formula: C3H6N2O2S
Source: OMol25
Level of theory: ωB97M-V/def2-TZVPD

* LUMO energy: 0.645 eV
* SMILES: CO/C(=N/S)NC=O
* net charge: 0
* molecular weight: 134.16 g/mol
* HOMO level: -8.82 eV

Bonds (Å) are listed after each position.
CARTESIAN COORDINATES (ANGSTROEM)
1 C -0.625 2.042 -0.028  O2 1.392, H9 1.098, H10 1.097, H11 1.092
2 O 0.376 1.075 0.002  C1 1.392, C3 1.382
3 C -0.098 -0.223 0.035  O2 1.382, N4 1.260, N6 1.368
4 N -1.333 -0.468 -0.022  C3 1.260, S5 1.684
5 S -1.862 -2.066 -0.001  N4 1.684, H12 1.400
6 N 0.934 -1.121 0.021  C3 1.368, C7 1.377, H13 1.014
7 C 2.283 -0.846 0.018  N6 1.377, O8 1.226, H14 1.109
8 O 3.115 -1.744 -0.037  C7 1.226
9 H -0.145 3.029 -0.002  C1 1.098
10 H -1.219 2.018 0.894  C1 1.097
11 H -1.343 2.032 -0.851  C1 1.092
12 H -3.248 -1.871 -0.049  S5 1.400
13 H 0.669 -2.099 0.037  N6 1.014
14 H 2.494 0.242 -0.018  C7 1.109

Now the Mulliken charges, all in e: -0.72 -0.31 0.84 -0.46 -0.24 -0.14 0.08 -0.54 0.24 0.31 0.30 0.17 0.12 0.35


#R
Formula: C3H6N2O2S
Source: OMol25
Level of theory: ωB97M-V/def2-TZVPD

* LUMO energy (alpha / beta): -0.220 / -0.218 eV
* net charge: 0
* molecular weight: 134.16 g/mol
* HOMO level (alpha / beta): -7.37 / -7.37 eV

Bonds (Å) are listed after each position.
CARTESIAN COORDINATES (ANGSTROEM)
1 C -0.940 0.613 0.270  N5 1.289, O6 1.179
2 C 1.551 0.636 -0.107  N4 1.322, S8 1.665
3 C -2.472 -1.259 0.102  N5 1.460, H9 1.090, H10 1.088, H11 1.091
4 N 2.243 1.741 -0.328  C2 1.322, H12 1.005, H13 1.013
5 N -1.156 -0.631 0.011  C1 1.289, C3 1.460, H14 1.013
6 O -1.444 1.641 0.547  C1 1.179
7 O 3.711 -0.742 -0.082  S8 1.499
8 S 2.238 -0.856 0.168  C2 1.665, O7 1.499
9 H -2.524 -1.905 0.978  C3 1.090
10 H -3.232 -0.485 0.186  C3 1.088
11 H -2.654 -1.852 -0.795  C3 1.091
12 H 1.788 2.606 -0.566  N4 1.005
13 H 3.251 1.726 -0.228  N4 1.013
14 H -0.359 -1.234 -0.156  N5 1.013

Now the Mulliken charges, all in e: 0.63 -0.09 -0.80 -0.30 -0.07 -0.39 -0.64 0.13 0.31 0.30 0.30 0.21 0.24 0.16


The least stable of them is #P.